The following is a DFT calculation (the ωB97M-V functional and the def2-TZVPD basis) of one molecule with the formula C20H29N3O6S at a distorted geometry.

XYZ file:
```
59
Properties=species:S:1:pos:R:3:lowdin_charge:R:1
C 1.7063 -3.0070 -1.1228 -0.098
H 2.1141 -4.0118 -0.9603 0.092
O 0.3279 -2.9746 -0.8452 -0.186
C -0.4072 -3.9340 -1.5646 -0.220
C -1.8295 -3.9870 -1.0091 -0.137
N -2.5083 -2.7275 -1.1823 0.087
C -2.9179 -1.9794 -0.1381 -0.487
O -2.9459 -2.3644 1.0065 0.082
C -3.4326 -0.5899 -0.5321 -0.029
N -2.7093 0.0054 -1.6375 0.016
C -3.3918 0.2971 -2.7800 -0.408
O -4.5667 0.0435 -2.9323 0.090
C -2.5722 1.0129 -3.8434 -0.061
H -3.0143 0.8248 -4.8236 0.143
O -1.2265 0.5974 -3.9161 -0.002
C -0.6003 0.4907 -2.7091 -0.191
C 0.7826 0.6132 -2.6741 0.028
C 1.4532 0.4995 -1.4712 -0.052
C 0.7323 0.2640 -0.3177 -0.272
C -0.6387 0.1101 -0.3343 0.026
C -1.3253 0.2197 -1.5385 -0.108
H -1.1321 -0.1203 0.5948 0.121
S 1.6366 0.1506 1.2229 0.682
O 2.7475 -0.7378 1.0345 -0.284
O 0.7079 -0.1148 2.2838 -0.268
N 2.2412 1.7058 1.2798 -0.224
C 1.2925 2.6962 1.7355 -0.167
H 0.3097 2.3870 1.3742 0.120
C 1.2868 2.8401 3.2599 -0.361
C 0.3255 3.9418 3.6930 -0.063
H 0.6228 4.8995 3.2690 0.080
H -0.6859 3.7174 3.3629 0.079
H 0.3202 4.0338 4.7763 0.080
C 2.7122 3.1359 3.7309 -0.140
H 2.7334 3.2007 4.8206 0.120
H 3.0177 4.1086 3.3331 0.122
C 3.7092 2.0700 3.2599 -0.338
C 3.5084 0.7346 3.9711 -0.054
H 2.5567 0.2847 3.7049 0.051
H 4.2937 0.0382 3.6863 0.085
H 3.5410 0.8715 5.0502 0.083
C 3.5976 1.9099 1.7375 -0.167
H 4.1686 1.0440 1.4017 0.115
H 3.9793 2.8081 1.2376 0.131
H 4.7226 2.4269 3.4803 0.138
H 0.9523 1.8893 3.6815 0.129
H 1.5534 3.6532 1.2677 0.139
H 2.5251 0.5868 -1.4118 0.123
H 1.3033 0.7921 -3.6009 0.126
H -2.6261 2.0944 -3.6359 0.149
H -3.3990 0.0552 0.3494 0.141
H -4.4754 -0.6821 -0.8551 0.137
H -2.4980 -2.3285 -2.1080 0.144
H -2.3859 -4.7873 -1.5085 0.125
H -1.7969 -4.1748 0.0661 0.128
H 0.0535 -4.9287 -1.4638 0.125
H -0.4242 -3.6756 -2.6383 0.127
H 1.9063 -2.7083 -2.1602 0.093
H 2.1806 -2.3080 -0.4369 0.058
```

Values from the calculation:
- Orbital gap: 9.23 eV
- Relative energy (zero: lowest compared OMol25 entry of this formula, charge and spin): 212.0 kJ/mol
- SMILES: COCCNC(=O)CN1C(=O)COc2ccc(S(=O)(=O)N3C[C@H](C)C[C@@H](C)C3)cc21
- HOMO level: -8.74 eV

The following is a DFT calculation (the ωB97M-V functional and the def2-TZVPD basis) of C20H29N5O2Yb as an isolated structure.

XYZ file:
```
57
Properties=species:S:1:pos:R:3:mulliken_spin:R:1
Yb -1.2066 -2.0094 -0.9445 1.012
C -3.3415 -2.4359 0.5078 -0.001
C -3.3361 -3.3773 -0.5417 -0.001
C -2.2412 -4.2515 -0.3344 -0.002
C -1.5816 -3.8546 0.8501 -0.001
C -2.2583 -2.7305 1.3668 -0.003
H -4.0809 -1.6650 0.6658 0.000
H -4.0494 -3.4349 -1.3505 0.000
H -1.9824 -5.0953 -0.9581 0.000
H -0.7197 -4.3352 1.2895 0.000
H -2.0558 -2.2407 2.3095 0.000
C -1.1933 -1.9518 -3.2702 -0.001
H -2.0487 -2.4930 -3.6921 0.000
H -0.2990 -2.3913 -3.7281 0.000
H -1.2590 -0.9216 -3.6451 0.000
C 2.1916 0.0687 3.3525 0.000
C 0.7363 0.1672 2.9436 0.000
N 0.5016 -0.7610 1.8471 0.000
C 1.4003 -1.0536 0.8787 0.000
N 0.9661 -1.7365 -0.1708 -0.002
C 1.9349 -2.1325 -1.2045 0.000
C 3.3567 -2.1812 -0.6827 0.000
C 3.6586 -0.8662 0.0018 0.000
N 2.6664 -0.6277 1.0428 0.000
C 3.0586 0.2750 2.1276 0.000
H 2.3845 -0.9125 3.7900 0.000
H 2.4309 0.8238 4.1000 0.000
H 0.4936 1.1886 2.6337 0.000
H 0.0749 -0.1128 3.7629 0.000
H -0.4014 -1.1981 1.7572 0.000
H 1.8827 -1.4375 -2.0520 0.000
H 1.6456 -3.1125 -1.5966 0.000
H 4.0545 -2.3549 -1.5013 0.000
H 3.4718 -2.9989 0.0316 0.000
H 3.6650 -0.0364 -0.7146 0.000
H 4.6352 -0.8867 0.4858 0.000
H 2.9905 1.3079 1.7748 0.000
H 4.1030 0.0616 2.3569 0.000
O -1.2468 5.9834 -0.9823 0.000
C -0.2343 5.2266 -1.6041 0.000
N 0.6246 4.5274 -0.6802 0.000
C 0.4500 3.2969 -0.1383 0.000
O 1.3210 2.7674 0.5338 0.000
C -0.8302 2.5436 -0.3801 0.000
C -2.1134 3.0735 -0.3816 0.000
C -3.1909 2.2094 -0.5241 0.000
C -2.9561 0.8541 -0.6405 0.000
N -1.7199 0.3328 -0.6197 -0.002
C -0.6870 1.1682 -0.5043 0.000
H -0.8762 6.8009 -0.6307 0.000
H 0.3964 5.8577 -2.2319 0.000
H -0.7425 4.5083 -2.2459 0.000
H 1.5039 4.9495 -0.4178 0.000
H -2.2717 4.1361 -0.2572 0.000
H -4.2049 2.5806 -0.5330 0.000
H -3.7731 0.1533 -0.7492 0.000
H 0.3028 0.7340 -0.5021 0.000
```

Values from the calculation:
- Total charge: +1
- Spin multiplicity: 2
- Orbital gap (alpha / beta): 8.06 / 8.05 eV
- HOMO level (alpha / beta): -11.01 / -10.99 eV

The following is a DFT calculation (the ωB97M-V functional and the def2-TZVPD basis) of an isolated ion of composition C20H29NO3P and charge +1 at a distorted geometry.

XYZ file:
```
54
Properties=species:S:1:pos:R:3:lowdin_charge:R:1
C 3.5325 0.7124 2.6948 -0.033
C 2.1021 0.4205 3.1112 -0.403
C 1.8396 -1.0656 3.2684 -0.034
H 2.4664 -1.4622 4.0618 0.096
H 2.0746 -1.5819 2.3418 0.079
H 0.7976 -1.2436 3.5238 0.078
H 1.8568 0.9483 4.0405 0.151
O 1.1757 1.0075 2.1626 -0.159
P 1.0952 0.6491 0.6326 0.535
O 1.8720 -0.4367 0.0371 -0.212
O 1.2890 1.9961 -0.1816 -0.173
C 0.9718 3.3177 0.3107 -0.440
C -0.0409 3.9443 -0.6372 -0.034
H -0.9781 3.3906 -0.6403 0.068
H 0.3620 3.9659 -1.6469 0.091
H -0.2482 4.9633 -0.3250 0.092
C 2.2624 4.1180 0.3709 -0.023
H 2.0621 5.1180 0.7438 0.093
H 2.7031 4.1879 -0.6200 0.094
H 2.9744 3.6307 1.0316 0.074
H 0.5461 3.2194 1.3150 0.137
H 4.2207 0.3044 3.4297 0.094
H 3.7323 0.2557 1.7279 0.081
H 3.6974 1.7851 2.6223 0.079
C -0.7212 0.2522 0.3209 -0.217
C -1.1787 -0.8536 1.2179 -0.252
C -2.0973 -0.5874 2.2268 -0.025
C -2.4939 -1.5898 3.0948 -0.056
C -1.9816 -2.8691 2.9581 -0.060
C -1.0634 -3.1404 1.9570 -0.056
C -0.6577 -2.1385 1.0924 -0.058
H 0.0815 -2.3656 0.3377 0.113
H -0.6549 -4.1332 1.8519 0.115
H -2.2927 -3.6514 3.6319 0.113
H -3.2050 -1.3705 3.8754 0.113
H -2.4977 0.4095 2.3375 0.120
N -0.6590 -0.1591 -1.1003 0.055
H -0.2593 0.6150 -1.6475 0.180
H 0.0561 -0.9070 -1.1374 0.148
C -1.9303 -0.6264 -1.7178 -0.071
C -1.6529 -1.1556 -3.0979 -0.230
C -1.1782 -2.4531 -3.2554 -0.037
C -0.8894 -2.9388 -4.5180 -0.058
C -1.0696 -2.1307 -5.6290 -0.060
C -1.5396 -0.8369 -5.4771 -0.060
C -1.8267 -0.3478 -4.2145 -0.038
H -2.2022 0.6589 -4.1001 0.115
H -1.6851 -0.2082 -6.3413 0.112
H -0.8485 -2.5115 -6.6135 0.113
H -0.5283 -3.9483 -4.6352 0.113
H -1.0520 -3.0892 -2.3908 0.115
H -2.3423 -1.4069 -1.0739 0.139
H -2.6278 0.2131 -1.7488 0.144
H -1.3692 1.1256 0.4208 0.142
```

Values from the calculation:
- Total charge: +1
- Orbital gap: 10.20 eV
- SMILES: CC(C)OP(=O)(OC(C)C)[C@@H]([NH2+]Cc1ccccc1)c1ccccc1
- HOMO level: -12.39 eV

The following is a DFT calculation (the ωB97M-V functional and the def2-TZVPD basis) of C20H30BrCoO10 as an isolated structure at a distorted geometry.

XYZ file:
```
62
Properties=species:S:1:pos:R:3:mulliken_spin:R:1
Co -0.9285 -0.8811 -0.6916 2.797
Br -2.3354 -2.2333 -2.1207 0.101
O -2.4481 -0.4425 0.7498 0.018
C -3.3292 -0.4832 1.5687 0.003
O -4.0261 -1.6006 1.7775 -0.001
C -4.9934 -1.3905 2.8136 0.000
C -4.5079 -0.1669 3.5836 0.000
C -3.8471 0.6317 2.4536 0.001
H -5.0432 -2.2909 3.4249 0.000
H -5.9964 -1.2634 2.4037 0.000
H -3.7961 -0.4155 4.3680 0.000
H -5.3475 0.3607 4.0352 0.000
H -3.0184 1.2488 2.7844 0.000
H -4.5970 1.1912 1.8963 0.000
O -1.0773 0.8346 -1.8365 0.016
C -0.6096 1.7717 -2.4223 0.003
O 0.2524 2.6189 -1.8367 0.000
C 0.5041 3.7641 -2.6764 0.000
C 0.0485 3.3702 -4.1002 0.000
C -0.8772 2.1663 -3.8564 0.001
H 1.5740 3.9566 -2.6476 0.000
H -0.0391 4.6242 -2.2938 0.000
H 0.8756 3.1317 -4.7592 0.000
H -0.5164 4.2037 -4.5126 0.000
H -0.6355 1.3490 -4.5288 0.000
H -1.9298 2.4352 -3.9224 0.000
O -0.2295 -2.4359 0.5479 0.026
C 0.3703 -3.1614 1.2957 0.003
O 1.6003 -2.8663 1.7408 -0.001
C 2.0995 -4.0065 2.5101 0.000
C 0.8216 -4.5966 3.1099 0.000
C -0.1483 -4.4397 1.9378 0.000
H 2.7789 -3.6200 3.2582 0.000
H 2.5315 -4.6878 1.7805 0.000
H 0.5251 -4.0469 3.9999 0.000
H 0.9751 -5.6415 3.3817 0.000
H -1.1673 -4.2188 2.2425 0.000
H -0.0714 -5.2607 1.2298 0.000
O 0.2505 0.4536 0.5508 0.022
C 0.4010 1.4157 1.2570 0.001
O -0.6312 2.1365 1.6970 -0.002
C -0.2061 3.4047 2.2467 0.000
C 1.3297 3.3964 2.2516 0.000
C 1.7111 2.0253 1.7068 0.000
H -0.6375 3.5018 3.2395 0.000
H -0.6110 4.1749 1.5949 0.000
H 1.7324 3.6362 3.2302 0.000
H 1.6946 4.1673 1.5721 0.000
H 2.1571 1.3808 2.4635 0.000
H 2.3444 2.0456 0.8229 0.000
O 0.9111 -1.1571 -1.8462 0.007
C 1.8506 -1.0143 -2.5783 0.004
O 1.7426 -1.1560 -3.9004 -0.001
C 2.9663 -0.8319 -4.5696 0.000
C 4.0536 -0.6689 -3.4770 0.000
C 3.2441 -0.5751 -2.1894 0.000
H 2.8361 0.0680 -5.1729 0.000
H 3.1864 -1.6301 -5.2763 0.000
H 4.6633 0.1988 -3.7180 0.000
H 4.6994 -1.5426 -3.4950 0.000
H 3.2460 0.3617 -1.6370 0.000
H 3.6244 -1.2998 -1.4616 0.000
```

Values from the calculation:
- Total charge: +1
- Spin multiplicity: 4
- Orbital gap (alpha / beta): 8.11 / 8.00 eV
- Relative energy (zero: lowest compared OMol25 entry of this formula, charge and spin): 35.4 kJ/mol
- HOMO level (alpha / beta): -10.05 / -9.94 eV

no.,electronic energy (Ha)
1,-1793.42623
2,-2362.33300
3,-1401.22285
4,-5489.21083